Record 1
The following is a DFT calculation (wB97M-V/def2-TZVPD) of C53H53F4GeN6O2STeTi as an isolated structure.

The geometry in XYZ format:
```
122
Properties=species:S:1:pos:R:3
Ti -0.1968 -0.8896 -0.1750
C 0.2799 -1.8203 -3.4869
N 0.9432 -1.6978 -2.1817
C 2.1783 -0.9316 -2.4019
C 1.2157 -3.0566 -1.6793
C 2.0497 -3.0192 -0.4152
N 1.6341 -1.8563 0.3453
C 2.2619 -1.6126 1.5279
C 2.2258 -0.2937 2.0240
F 1.6422 0.6326 1.2383
C 2.7731 0.1012 3.2153
F 2.6767 1.3967 3.5782
C 3.4316 -0.7956 4.0393
C 3.5044 -2.0910 3.5792
F 4.1173 -3.0255 4.3345
C 2.9541 -2.4956 2.3757
F 3.0747 -3.8071 2.0607
H 0.9217 -2.3949 -4.1711
H 0.1101 -0.8273 -3.8883
H -0.6709 -2.3357 -3.3861
H 2.8712 -1.4899 -3.0482
H 2.6582 -0.7218 -1.4496
H 1.9095 -0.0017 -2.9032
H 1.7038 -3.6674 -2.4524
H 0.2419 -3.5029 -1.4680
H 3.1152 -2.9248 -0.6799
H 1.9408 -3.9731 0.1019
H 3.8247 -0.5076 5.0030
C -3.4800 2.8145 4.6336
C -2.6595 1.8130 3.8615
C -1.8756 0.8750 4.5071
C -1.1310 -0.0624 3.7802
C -0.3498 -1.1093 4.4916
O -0.3275 -2.2723 4.1435
C 0.4570 -0.7067 5.7064
C 0.8725 -1.7132 6.5741
C 1.6912 -1.4191 7.6511
C 2.1155 -0.1119 7.8633
C 1.7120 0.8947 6.9984
C 0.8802 0.5997 5.9260
C -1.1802 -0.0503 2.3824
O -0.5620 -0.9852 1.6741
C -1.9119 0.9468 1.6918
C -2.6446 1.8437 2.4659
C -1.8822 0.9716 0.2233
N -0.6299 0.8824 -0.4535
C 0.1218 2.0223 -0.9454
C 0.4785 3.0598 0.1176
Te 2.1907 4.2447 -0.3909
C 3.6098 2.7350 0.0102
C 3.9277 1.7742 -0.9439
C 4.8279 0.7594 -0.6421
C 5.4258 0.7048 0.6082
C 5.1281 1.6734 1.5566
C 4.2244 2.6837 1.2588
C -3.0881 1.2819 -0.5087
C -3.0756 1.8021 -1.8190
C -4.2425 2.1006 -2.5053
C -5.4901 1.8768 -1.9400
C -5.5348 1.3318 -0.6572
C -4.3755 1.0442 0.0366
H -3.4564 2.6006 5.7030
H -4.5236 2.8042 4.3111
H -3.1062 3.8313 4.4880
H -1.8557 0.8418 5.5911
H 0.5572 -2.7279 6.3680
H 2.0104 -2.2081 8.3207
H 2.7644 0.1187 8.6997
H 2.0530 1.9113 7.1499
H 0.5841 1.3799 5.2384
H -3.2238 2.6091 1.9576
H -0.4021 2.5391 -1.7546
H 1.0257 1.6172 -1.4165
H 0.6715 2.6154 1.0891
H -0.3279 3.7856 0.2376
H 3.4635 1.8114 -1.9220
H 5.0591 0.0036 -1.3830
H 6.1129 -0.0974 0.8469
H 5.5784 1.6289 2.5405
H 3.9690 3.4162 2.0130
H -2.1320 1.9470 -2.3198
H -4.1700 2.5067 -3.5105
H -6.3994 2.1105 -2.4799
H -6.4923 1.1186 -0.1940
H -4.4513 0.6056 1.0241
N -0.6593 1.7864 -7.0270
C 0.5780 2.4005 -7.0314
C 1.2533 3.1649 -7.9759
C 2.5034 3.6333 -7.6147
C 3.0591 3.3527 -6.3562
C 2.3806 2.5916 -5.4249
C 1.1227 2.1051 -5.7746
N 0.2408 1.3363 -5.0357
C -0.8000 1.1793 -5.8034
C -2.0129 0.4582 -5.4052
C -3.1236 0.2096 -6.1550
S -4.2933 -0.5850 -5.1974
C -3.2108 -0.5280 -3.8568
N -2.0739 0.0257 -4.1078
H -1.3632 1.8476 -7.7395
H 0.8264 3.3905 -8.9448
H 3.0644 4.2366 -8.3168
H 4.0356 3.7502 -6.1122
H 2.7914 2.3866 -4.4440
H -3.3089 0.4459 -7.1904
H -3.4915 -0.9201 -2.8882
C -0.7751 -4.4289 1.3276
Ge -2.3148 -3.4559 0.6061
C -3.5191 -4.7677 -0.2550
C -3.3170 -2.6418 2.0752
C -1.8329 -2.1156 -0.7268
H -1.0977 -5.1027 2.1237
H -0.0723 -3.7129 1.7574
H -0.2740 -5.0245 0.5609
H -3.8026 -5.5633 0.4381
H -3.0391 -5.2237 -1.1241
H -4.4287 -4.2663 -0.5926
H -4.0010 -3.3673 2.5210
H -3.8973 -1.7909 1.7132
H -2.6237 -2.2940 2.8403
H -2.6692 -1.4056 -0.7366
H -1.7763 -2.5728 -1.7183
```

Summary:
E_HOMO: -3.0 eV
LUMO level: 1.79 eV
charge: -1
E_tot: -177489.552 eV
energy relative to the best compared isomer or geometry (same formula, charge and spin): 0.000 eV
2S+1: 1
frontier orbital gap: 4.8 eV

Löwdin population analysis, charges in e, atoms 1 to 2: Ti 1.027; C -0.091


Record 2
The following is a DFT calculation (wB97M-V/def2-TZVPD) of C21H24Cl5IKN3O2PS as an isolated structure.

The geometry in XYZ format:
```
59
Properties=species:S:1:pos:R:3
K -2.2818 0.8018 -2.9872
Cl 4.2647 3.6682 -0.0155
C 2.7265 3.5222 -0.7912
C 2.5298 2.6092 -1.8264
Cl 3.8687 1.6574 -2.3768
C 1.2905 2.4633 -2.4202
Cl 1.0687 1.3464 -3.7260
C 0.1383 3.2149 -2.0292
O -0.9951 3.0593 -2.5414
C 0.4066 4.1784 -0.9991
Cl -0.9090 5.2045 -0.5405
C 1.6451 4.3093 -0.3949
Cl 1.8616 5.4580 0.8817
I -4.9092 -2.3033 -1.7985
C -4.4151 -0.1867 -1.2754
H -4.4469 -0.2738 -0.1783
H -5.3895 0.2650 -1.5164
C 4.1920 -2.4923 0.7179
C 2.8629 -2.5495 0.0136
C 2.6232 -1.7661 -1.1103
C 1.3821 -1.7639 -1.7312
C 0.3675 -2.5659 -1.2332
C 0.5858 -3.3569 -0.1133
C 1.8312 -3.3507 0.4967
S -1.2697 -2.4012 -1.9493
C -1.4820 -4.1160 -2.4325
O -1.0960 -1.6615 -3.2391
H 5.0052 -2.3335 0.0099
H 4.3890 -3.4112 1.2703
H 4.2136 -1.6646 1.4308
H 3.4061 -1.1229 -1.4937
H 1.1837 -1.1303 -2.5866
H -0.2099 -3.9652 0.3014
H 1.9964 -3.9689 1.3721
H -0.6809 -4.3832 -3.1198
H -2.4585 -4.1633 -2.9108
H -1.4751 -4.7495 -1.5466
C -0.4740 2.2569 2.5793
N -1.8544 2.0246 2.1642
C -2.3640 0.8520 2.8660
N -1.5519 -0.3521 2.6915
C -0.1847 -0.0395 3.0988
N 0.4082 1.1013 2.4095
C 0.6174 0.8029 0.9877
P -0.9492 0.4169 0.0600
C -1.9471 1.8442 0.7107
C -1.5948 -0.8173 1.2979
H -0.4806 2.5196 3.6415
H -0.0678 3.0988 2.0140
H -3.3798 0.6459 2.5229
H -2.3935 1.0820 3.9349
H 0.4450 -0.9177 2.9305
H -0.1984 0.1833 4.1699
H 1.2913 -0.0559 0.9003
H 1.1193 1.6504 0.5149
H -2.9889 1.6632 0.4336
H -1.6338 2.7611 0.2099
H -1.0128 -1.7381 1.2228
H -2.6259 -1.0594 1.0279
```

Summary:
E_HOMO: -4.2 eV
LUMO level: 2.23 eV
charge: -1
E_tot: -137895.568 eV
energy relative to the best compared isomer or geometry (same formula, charge and spin): 0.522 eV
2S+1: 1
frontier orbital gap: 6.4 eV

Löwdin population analysis, charges in e, atoms 1 to 2: K 0.632; Cl 0.626


Record 3
The following is a DFT calculation (wB97M-V/def2-TZVPD) of one molecule with the formula C8H9Cl2NS at a distorted geometry.

The geometry in XYZ format:
```
21
Properties=species:S:1:pos:R:3
C 3.6263 -1.0308 -0.1832
C 2.2639 -0.2667 -0.1754
Cl 2.3147 1.4715 -0.2046
C 1.0939 -0.8826 -0.0452
Cl 1.0179 -2.5803 0.1206
C -0.3183 -0.2144 -0.0466
N -0.5197 0.7504 -0.9672
C -1.6885 1.2143 -0.9813
C -2.1759 2.2735 -1.8349
S -2.5498 0.6786 0.5227
C -1.2228 -0.3538 0.9560
C -1.4134 -1.0748 2.1257
H 3.7087 -1.3831 -1.1576
H 3.3905 -1.8476 0.3935
H 4.2196 -0.2965 0.2664
H -1.5162 3.0680 -1.8934
H -2.7077 1.8921 -2.7648
H -3.1249 2.6817 -1.4626
H -1.4574 -0.5467 3.0202
H -2.3235 -1.6684 2.0291
H -0.6175 -1.8844 2.2826
```

Summary:
E_HOMO: -8.5 eV
LUMO level: 0.68 eV
charge: 0
E_tot: -45810.445 eV
energy relative to the best compared isomer or geometry (same formula, charge and spin): 0.000 eV
2S+1: 1
frontier orbital gap: 9.1 eV
SMILES: C/C(Cl)=C(\Cl)c1nc(C)sc1C

Löwdin population analysis, charges in e, atoms 1 to 2: C -0.071; C -0.701


Record 4
The following is a DFT calculation (wB97M-V/def2-TZVPD) of a 11-piece molecular cluster, C48H127N9O14 overall at a distorted geometry.

The geometry in XYZ format:
```
198
Properties=species:S:1:pos:R:3
C 2.7401 2.6825 5.0843
C 3.5372 1.9007 6.1866
C 3.8485 0.4777 5.5780
O 4.7087 2.5680 6.6443
H 2.5423 3.7491 5.1905
H 1.7949 2.2439 4.7644
H 3.4374 2.5995 4.2507
H 2.9656 1.7309 7.0991
H 2.9210 -0.0899 5.5031
H 4.3802 -0.2682 6.1689
H 4.2603 0.4377 4.5696
H 4.3762 3.1426 7.3377
C 2.6919 -5.0652 3.3679
C 1.7506 -4.7053 4.4804
C 1.8717 -5.5382 5.7380
O 2.2979 -3.5148 4.9926
H 2.4602 -4.4386 2.5067
H 2.4995 -6.0629 2.9735
H 3.7073 -4.9517 3.7476
H 0.7216 -4.6033 4.1357
H 1.3535 -5.1795 6.6274
H 2.9088 -5.6394 6.0578
H 1.4388 -6.5178 5.5358
H 3.1265 -3.4169 4.5178
C -7.2327 -0.0301 4.3750
O -7.9203 -1.2458 3.8570
C -7.7201 -2.3911 4.6357
C -6.2392 -2.6481 5.1933
N -5.3019 -3.0621 4.1646
C -4.0710 -3.6886 4.6566
C -3.2210 -4.3343 3.4578
O -2.5673 -3.2692 2.8573
C -1.6071 -3.6031 1.8436
H -7.7046 0.8580 3.9546
H -6.2010 0.1439 4.0695
H -7.4439 0.0529 5.4412
H -8.0344 -3.2001 3.9764
H -8.4118 -2.5139 5.4691
H -6.3295 -3.4209 5.9568
H -5.9472 -1.8187 5.8374
H -5.5736 -3.5716 3.3360
H -4.3808 -4.4586 5.3631
H -3.4808 -2.9401 5.1852
H -3.9193 -4.7826 2.7510
H -2.5079 -5.0853 3.7976
H -0.7621 -4.0552 2.3629
H -1.2073 -2.7404 1.3107
H -2.0611 -4.2734 1.1138
C 3.5783 -2.6124 9.6674
O 2.4782 -3.2955 10.1014
C 1.2694 -2.5276 9.8105
C 0.8705 -2.8853 8.3012
N -0.4194 -2.1561 8.0527
C -0.7561 -2.3067 6.6385
C -1.8177 -1.3457 6.0967
O -1.3915 0.0287 6.3640
C -0.2352 0.4220 5.6771
H 4.0180 -2.0997 10.5229
H 3.3708 -1.8450 8.9218
H 4.3175 -3.2751 9.2174
H 1.3550 -1.4866 10.1219
H 0.4953 -3.0239 10.3957
H 0.7806 -3.9565 8.1210
H 1.5967 -2.4689 7.6031
H -0.2161 -1.1911 8.2707
H -0.9620 -3.3469 6.3861
H 0.1099 -2.2349 5.9804
H -2.8404 -1.4898 6.4452
H -1.8689 -1.4499 5.0129
H 0.4412 -0.3663 5.3469
H 0.4564 0.9108 6.3634
H -0.4414 1.0862 4.8379
C -0.9776 3.5603 -3.7988
O -0.8399 3.0534 -2.4974
C 0.4175 2.5412 -2.1919
C 0.7247 2.6935 -0.6922
N 1.8971 1.8632 -0.4280
C 2.4212 1.8670 1.0365
C 3.2024 0.5619 1.3938
O 2.5042 -0.6500 1.1948
C 1.6445 -1.1698 2.3137
H -1.2795 2.7884 -4.5067
H -0.0281 4.0514 -4.0115
H -1.8064 4.2600 -3.9065
H 1.2889 2.9804 -2.6775
H 0.5381 1.5142 -2.5367
H -0.0875 2.3862 -0.0334
H 0.8640 3.7645 -0.5447
H 2.0517 1.0440 -0.9982
H 1.6141 2.1473 1.7133
H 3.1256 2.6937 1.1282
H 3.7058 0.6409 2.3574
H 4.0246 0.4186 0.6927
H 1.4345 -2.2144 2.0842
H 0.6697 -0.6898 2.2276
H 2.1694 -1.1146 3.2674
C -3.4245 5.0744 -0.8925
C -3.9959 3.6270 -0.9634
C -4.5126 3.1247 -2.3936
O -4.9174 1.7913 -2.2901
C -6.0705 1.5244 -1.3542
N -2.9783 2.7164 -0.6136
H -4.0246 5.8557 -1.3589
H -2.5757 5.1806 -1.5682
H -3.0804 5.3961 0.0904
H -4.8688 3.7195 -0.3173
H -3.6528 3.1722 -3.0618
H -5.3209 3.7894 -2.6986
H -6.9855 2.0956 -1.5110
H -5.7204 1.5349 -0.3220
H -6.3658 0.5303 -1.6898
H -3.3378 1.7768 -0.5241
H -2.2922 2.6513 -1.3520
C 4.5026 -0.3457 -2.4094
C 3.8570 -1.7432 -2.0179
C 2.4885 -2.1937 -2.6757
O 1.3734 -1.3951 -2.3301
C 0.7337 -1.7192 -1.0716
N 4.8853 -2.7968 -2.2037
H 3.8530 0.5266 -2.3366
H 4.7821 -0.3949 -3.4618
H 5.4572 -0.1757 -1.9115
H 3.6613 -1.7012 -0.9464
H 2.2496 -3.1623 -2.2366
H 2.5897 -2.3173 -3.7540
H 0.2628 -0.8268 -0.6591
H 1.3929 -2.1719 -0.3310
H -0.1256 -2.3805 -1.1825
H 4.6261 -3.6257 -1.6880
H 5.6450 -2.5033 -1.6063
C 6.7970 -1.0083 2.2799
C 6.0612 -2.0912 1.5017
C 6.7160 -3.4080 1.0729
O 5.8909 -4.2742 0.3586
C 6.4618 -5.6392 0.1316
N 4.8629 -2.3389 2.2485
H 6.0443 -0.2906 2.6063
H 7.4874 -0.4078 1.6876
H 7.2533 -1.4475 3.1670
H 5.7248 -1.6394 0.5686
H 6.8930 -3.9840 1.9812
H 7.7034 -3.1923 0.6645
H 7.3687 -5.5705 -0.4691
H 5.6961 -6.1032 -0.4902
H 6.6279 -6.2605 1.0116
H 4.3734 -3.0076 1.6712
H 4.3373 -1.4765 2.2486
C -0.5031 3.6114 -7.2475
C -0.2813 5.0272 -7.6484
C -1.4764 5.6717 -8.4636
O -2.6435 5.6066 -7.6239
C -3.6748 6.3728 -8.2284
N -0.0911 5.7168 -6.3849
H 0.3111 3.2355 -6.6279
H -0.5660 2.9405 -8.1043
H -1.4649 3.4406 -6.7639
H 0.7334 5.0446 -8.0459
H -1.5273 5.0121 -9.3298
H -1.2080 6.6963 -8.7212
H -4.1613 5.9777 -9.1202
H -3.4453 7.4076 -8.4822
H -4.5251 6.3940 -7.5467
H 0.0859 6.6747 -6.6518
H -1.0134 5.7577 -5.9753
C 4.2386 1.9755 -7.9561
C 3.5384 0.5955 -8.0569
C 2.2784 0.4204 -7.1868
O 2.5897 0.5249 -5.8321
C 1.4795 0.6575 -4.9393
N 3.2415 0.3123 -9.4375
H 5.0223 2.0785 -8.7066
H 4.6310 2.0539 -6.9422
H 3.5233 2.7827 -8.1136
H 4.2200 -0.1542 -7.6551
H 1.7789 -0.5452 -7.2662
H 1.5434 1.1736 -7.4705
H 0.8766 1.5623 -5.0168
H 1.9669 0.9036 -3.9959
H 0.8220 -0.2054 -4.8331
H 2.6237 -0.4860 -9.4034
H 2.6575 1.0621 -9.7792
C -3.6952 1.5613 -6.0358
C -5.1879 1.4159 -6.1697
C -5.9433 2.5406 -6.9856
O -7.3720 2.4810 -6.9740
C -7.8247 2.6552 -5.5956
N -5.4546 0.2112 -6.8653
H -3.2717 0.6517 -5.6098
H -3.4440 2.4446 -5.4485
H -3.2510 1.7536 -7.0125
H -5.5403 1.4228 -5.1382
H -5.6642 2.5149 -8.0389
H -5.6672 3.5032 -6.5553
H -8.0532 1.6822 -5.1606
H -8.7399 3.2153 -5.7874
H -7.1284 3.1352 -4.9081
H -5.3687 -0.6186 -6.2960
H -6.3465 0.0984 -7.3256
```

Summary:
E_HOMO (alpha / beta): 0.7 / -6.4 eV
LUMO level (alpha / beta): 1.84 / 1.79 eV
charge: -1
E_tot: -93897.224 eV
2S+1: 2
frontier orbital gap (alpha / beta): 1.2 / 8.2 eV

Löwdin population analysis, charges in e, atoms 1 to 2: C -0.051; C -0.448


Record 5
The following is a DFT calculation (wB97M-V/def2-TZVPD) of one molecule with the formula C3H8N2O2.

The geometry in XYZ format:
```
15
Properties=species:S:1:pos:R:3
N 1.6117 -0.2339 -1.1029
C 0.3893 0.4214 -0.7150
O 0.2113 1.4559 -1.6170
N -0.7290 -0.5105 -0.6945
C -1.2733 -0.5695 0.6593
C -0.1552 0.0529 1.4938
O 0.4324 0.9764 0.6000
H 2.2242 0.4556 -1.5274
H 2.0779 -0.5914 -0.2742
H -0.7392 1.6259 -1.6460
H -0.4197 -1.4065 -1.0485
H -1.5166 -1.5952 0.9514
H -2.1893 0.0298 0.7313
H 0.5750 -0.7095 1.8136
H -0.4995 0.5987 2.3760
```

Summary:
E_HOMO: -9.4 eV
LUMO level: 0.92 eV
charge: 0
E_tot: -10315.944 eV
energy relative to the best compared isomer or geometry (same formula, charge and spin): 1.009 eV
2S+1: 1
frontier orbital gap: 10.3 eV
SMILES: N[C@@]1(O)NCCO1

Löwdin population analysis, charges in e, atoms 1 to 2: N 0.127; C -0.693


- What is the E_tot in the fifth record?
  -10315.944 eV


- Which of these has the lowest E_tot?
  C53H53F4GeN6O2STeTi


- E_tot of number 1 (C53H53F4GeN6O2STeTi)?
  -177489.552 eV